Entry 1:
Density functional theory data (ωB97M-V with the def2-TZVPD basis set) for a structure of composition C13H26Cl2O3OsSi in a non-equilibrium geometry.

The value obtained for the max |F| is 0.092 hartree/bohr. The net charge is -2. The molar mass comes out at 519.570 g/mol. For the frontier orbital gap (spin up / spin down), the calculation gives 4.1 / 5.8 eV. The calculated total energy comes out at -55436.199 eV. Its expectation value of S² is 6.04. For the HOMO energy (spin up / spin down), the calculation gives 0.61 / -1.08 eV. Its multiplicity is 5.

Cartesian coordinates (Å):
C (0.330, -1.151, -2.059)
C (1.177, 0.021, -2.296)
C (0.338, 1.165, -2.407)
C (2.623, 0.001, -2.600)
C (-1.017, 0.748, -2.304)
C (-1.043, -0.686, -2.070)
C (-2.249, -1.537, -2.103)
C (0.749, -2.566, -2.170)
C (0.803, 2.556, -2.665)
C (-2.196, 1.625, -2.445)
Os (-0.074, -0.330, -0.082)
Cl (4.591, 1.479, 0.448)
Cl (2.048, -0.856, 0.501)
O (-1.680, 0.761, 0.081)
H (3.070, -0.962, -2.337)
H (3.165, 0.773, -2.034)
H (2.780, 0.175, -3.678)
H (1.773, 2.736, -2.181)
H (0.083, 3.290, -2.282)
H (0.921, 2.738, -3.743)
H (-2.057, 2.581, -1.922)
H (-3.092, 1.154, -2.035)
H (-2.374, 1.850, -3.506)
H (-3.080, -1.031, -1.597)
H (-2.063, -2.483, -1.591)
H (-2.563, -1.747, -3.137)
H (1.722, -2.712, -1.688)
H (0.830, -2.870, -3.225)
H (0.021, -3.211, -1.674)
H (-1.447, 1.194, 0.912)
O (-0.778, -1.992, 0.565)
H (-1.602, -1.695, 1.014)
C (-1.546, 0.904, 4.211)
Si (0.038, 0.117, 3.520)
C (1.614, 0.917, 4.195)
C (0.025, -1.700, 4.018)
O (-0.102, 0.452, 1.950)
H (-1.582, 0.879, 5.308)
H (-2.425, 0.369, 3.820)
H (-1.623, 1.949, 3.877)
H (1.652, 0.880, 5.293)
H (2.514, 0.417, 3.810)
H (1.672, 1.973, 3.895)
H (-0.879, -2.212, 3.649)
H (0.908, -2.238, 3.641)
H (0.027, -1.727, 5.124)

***

Entry 2:
Density functional theory data (ωB97M-V with the def2-TZVPD basis set) for a structure of composition C13H26F3O5S4SiSn.

The value obtained for the max |F| is 0.017 hartree/bohr. The net charge is -1. The molar mass comes out at 594.405 g/mol. For the frontier orbital gap, the calculation gives 6.2 eV. The calculated total energy comes out at -89345.862 eV. For the HOMO energy, the calculation gives -4.01 eV. Its multiplicity is 1. The calculation puts the energy relative to the best compared isomer or geometry (same formula, charge and spin) at 1.987 eV.

Cartesian coordinates (Å):
Sn (1.122, -0.689, -0.565)
C (-1.423, -3.550, -0.596)
C (-1.144, -3.889, 0.861)
S (0.456, -3.277, 1.454)
C (-0.035, -2.365, 2.948)
C (-1.114, -1.318, 2.744)
S (-0.388, 0.076, 1.627)
C (-1.905, 0.291, 0.639)
C (-2.486, -0.962, -0.020)
S (-1.320, -1.820, -1.118)
H (-2.411, -3.921, -0.877)
H (-0.687, -4.017, -1.247)
H (-1.163, -4.975, 0.966)
H (-1.920, -3.491, 1.514)
H (0.895, -1.873, 3.248)
H (-0.288, -3.084, 3.729)
H (-1.257, -0.800, 3.698)
H (-2.075, -1.767, 2.497)
H (-1.650, 1.024, -0.124)
H (-2.675, 0.724, 1.282)
H (-3.336, -0.660, -0.633)
H (-2.848, -1.678, 0.714)
F (0.308, -3.966, -4.515)
C (1.233, -2.992, -4.491)
F (2.038, -3.167, -5.546)
F (0.602, -1.825, -4.637)
S (2.192, -3.037, -2.921)
O (2.772, -4.351, -2.898)
O (3.081, -1.908, -3.020)
O (1.119, -2.833, -1.925)
C (1.908, 1.535, -3.126)
C (0.431, 1.411, -2.798)
O (-0.373, 2.252, -3.155)
O (0.091, 0.335, -2.132)
H (2.138, 2.544, -3.457)
H (2.143, 0.820, -3.916)
H (2.526, 1.268, -2.266)
C (-1.502, 3.589, 1.910)
Si (0.344, 3.297, 1.640)
C (1.112, 2.901, 3.318)
C (1.072, 4.955, 1.094)
C (0.615, 1.933, 0.449)
H (-1.675, 4.456, 2.554)
H (-1.966, 2.719, 2.383)
H (-2.010, 3.768, 0.960)
H (0.964, 3.723, 4.024)
H (2.188, 2.733, 3.220)
H (0.672, 1.997, 3.743)
H (0.879, 5.743, 1.830)
H (0.643, 5.266, 0.139)
H (2.154, 4.875, 0.960)
H (1.701, 1.750, 0.375)
H (0.250, 2.232, -0.538)

***

Entry 3:
Density functional theory data (ωB97M-V with the def2-TZVPD basis set) for a cluster of 3 separate species, C13H26F4O6PS2 in total.

The value obtained for the max |F| is 0.017 hartree/bohr. The net charge is -1. The molar mass comes out at 449.445 g/mol. For the frontier orbital gap, the calculation gives 5.2 eV. The calculated total energy comes out at -68015.049 eV. For the HOMO energy, the calculation gives -3.55 eV. Its multiplicity is 1.

Cartesian coordinates (Å):
O (6.622, -4.701, 1.230)
C (6.997, -3.580, 1.051)
F (8.110, -3.179, 1.733)
C (6.416, -2.531, 0.215)
P (5.569, -1.109, 1.346)
C (3.855, -1.232, 0.453)
C (2.611, -1.564, 1.300)
O (2.753, -1.371, 2.704)
C (2.148, -2.994, 1.115)
F (3.112, -3.909, 1.319)
F (1.118, -3.324, 1.938)
F (1.690, -3.187, -0.155)
H (5.719, -3.056, -0.436)
H (7.220, -2.068, -0.364)
H (5.214, -2.135, 2.315)
H (6.878, -0.925, 1.985)
H (5.955, -0.106, 0.326)
H (5.007, -0.031, 2.192)
H (3.690, -0.232, 0.037)
H (3.864, -1.914, -0.400)
H (1.778, -0.944, 0.942)
H (2.943, -0.435, 2.842)
C (-2.509, 0.007, -2.550)
C (-1.694, -0.754, -3.606)
C (-0.289, -0.140, -3.629)
S (-0.004, 0.503, -1.970)
O (0.118, 1.938, -2.053)
O (1.001, -0.292, -1.318)
C (-1.618, 0.097, -1.314)
H (-3.449, -0.492, -2.323)
H (-2.745, 1.010, -2.908)
H (-1.629, -1.808, -3.328)
H (-2.158, -0.702, -4.590)
H (0.490, -0.865, -3.848)
H (-0.219, 0.700, -4.317)
H (-1.912, 0.858, -0.598)
H (-1.530, -0.871, -0.819)
C (-6.230, 4.027, 0.916)
C (-6.275, 2.950, 2.010)
C (-5.514, 1.728, 1.482)
S (-4.289, 2.367, 0.329)
O (-4.609, 1.886, -0.992)
O (-2.973, 2.205, 0.885)
C (-4.779, 4.084, 0.446)
H (-6.565, 4.995, 1.285)
H (-6.878, 3.741, 0.085)
H (-5.788, 3.326, 2.912)
H (-7.298, 2.687, 2.276)
H (-4.992, 1.182, 2.264)
H (-6.159, 1.053, 0.923)
H (-4.642, 4.553, -0.525)
H (-4.133, 4.554, 1.187)

***

Entry 4:
Density functional theory data (ωB97M-V with the def2-TZVPD basis set) for a structure of composition C13H26MgNO4P2 in a non-equilibrium geometry.

The value obtained for the max |F| is 0.049 hartree/bohr. The net charge is +1. The molar mass comes out at 346.607 g/mol. For the frontier orbital gap, the calculation gives 5.7 eV. The calculated total energy comes out at -47601.103 eV. For the HOMO energy, the calculation gives -8.99 eV. Its multiplicity is 1. The calculation puts the energy relative to the best compared isomer or geometry (same formula, charge and spin) at 0.000 eV.

Cartesian coordinates (Å):
Mg (-0.015, -0.695, -0.182)
P (-1.272, 0.064, -2.320)
C (-0.638, 1.728, -2.051)
C (-0.566, 2.310, -0.740)
N (-0.263, 1.444, 0.308)
C (-0.206, 1.931, 1.561)
C (-0.542, 3.254, 1.860)
C (-0.733, 4.151, 0.829)
C (-0.662, 3.709, -0.473)
C (0.138, 0.982, 2.696)
P (1.209, -0.483, 2.289)
H (-0.672, 4.387, -1.322)
H (-0.633, 3.524, 2.920)
H (-0.900, 5.195, 1.058)
H (0.641, 1.549, 3.486)
H (-0.788, 0.560, 3.104)
H (3.969, 1.118, -3.916)
H (-0.364, 2.355, -2.880)
H (2.460, -1.883, -1.026)
O (4.409, 1.744, -3.361)
H (4.040, 1.407, -2.507)
H (-0.704, -3.073, -1.641)
O (2.711, -1.086, -0.539)
H (3.034, -1.384, 0.328)
C (2.849, 0.266, 2.628)
H (2.936, 0.562, 3.684)
H (3.636, -0.466, 2.396)
H (2.987, 1.148, 1.987)
C (1.007, -1.476, 3.824)
H (1.453, -2.467, 3.643)
H (1.508, -1.017, 4.691)
H (-0.061, -1.609, 4.049)
C (-3.103, 0.220, -2.320)
H (-3.408, 0.976, -3.058)
H (-3.589, -0.741, -2.541)
H (-3.420, 0.551, -1.322)
C (-0.821, -0.240, -4.068)
H (-1.075, -1.279, -4.309)
H (-1.341, 0.431, -4.765)
H (0.261, -0.115, -4.192)
C (-2.320, -4.412, 0.551)
C (-1.453, -3.279, 0.098)
O (-0.622, -3.742, -0.939)
O (-1.423, -2.108, 0.523)
H (-1.952, -5.374, 0.116)
H (-3.338, -4.203, 0.207)
H (-2.366, -4.430, 1.636)

***

Entry 5:
Density functional theory data (ωB97M-V with the def2-TZVPD basis set) for a structure of composition C13H26MoO2S4SbSe6.

The value obtained for the max |F| is 0.011 hartree/bohr. The net charge is -1. The molar mass comes out at 1034.077 g/mol. For the frontier orbital gap (spin up / spin down), the calculation gives 6.0 / 5.4 eV. The calculated total energy comes out at -461813.778 eV. Its expectation value of S² is 2.05. For the HOMO energy (spin up / spin down), the calculation gives -4.61 / -4.69 eV. Its multiplicity is 3. The calculation puts the energy relative to the best compared isomer or geometry (same formula, charge and spin) at 1.211 eV.

Cartesian coordinates (Å):
Mo (-2.748, 1.068, 0.676)
C (2.169, -2.280, -0.790)
C (1.173, -3.417, -0.608)
S (-0.436, -3.263, -1.416)
C (-0.042, -3.521, -3.169)
C (0.652, -2.380, -3.930)
S (0.163, -0.788, -3.233)
C (1.128, 0.309, -4.292)
C (0.903, 1.762, -3.847)
S (0.543, 2.058, -2.097)
C (2.142, 1.802, -1.294)
C (2.644, 0.374, -1.135)
S (1.606, -0.700, -0.100)
H (2.347, -2.120, -1.852)
H (3.115, -2.578, -0.330)
H (0.926, -3.538, 0.450)
H (1.643, -4.348, -0.934)
H (-1.020, -3.712, -3.613)
H (0.543, -4.438, -3.264)
H (0.374, -2.429, -4.985)
H (1.738, -2.498, -3.869)
H (0.821, 0.201, -5.334)
H (2.189, 0.049, -4.222)
H (0.004, 2.150, -4.332)
H (1.751, 2.378, -4.152)
H (2.035, 2.281, -0.319)
H (2.900, 2.361, -1.851)
H (3.654, 0.410, -0.718)
H (2.694, -0.099, -2.115)
O (-1.222, 3.175, 4.555)
C (-1.797, 1.892, 4.356)
C (-0.750, 0.835, 3.999)
C (0.212, 0.653, 5.192)
O (-0.392, 0.136, 6.369)
C (0.153, 1.272, 2.843)
Se (-0.678, 2.199, 1.331)
C (-1.399, -0.516, 3.724)
Se (-2.771, -0.716, 2.315)
H (-1.112, 3.553, 3.670)
H (-2.577, 1.943, 3.587)
H (-2.299, 1.616, 5.288)
H (0.686, 1.616, 5.403)
H (0.990, -0.064, 4.922)
H (-0.967, 0.821, 6.726)
H (0.709, 0.421, 2.449)
H (0.875, 2.007, 3.207)
H (-1.880, -0.885, 4.630)
H (-0.618, -1.227, 3.447)
Se (-2.895, 2.005, -4.718)
Sb (-4.371, 1.545, -2.858)
Se (-2.778, -0.075, -1.321)
Se (-4.438, 2.543, 0.826)
Se (-6.294, 0.159, -3.266)